{"formula": "C4H8N2O", "method": "ωB97M-V/def2-TZVPD", "e_homo_ha": -0.3535, "total_energy_ev": -9304.6947, "lumo_ev": 1.008, "gap_ev": 10.6, "elements": ["N", "C", "O", "C", "N", "C", "C", "H", "H", "H", "H", "H", "H", "H", "H"], "coordinates": [[1.5664, -0.2586, -1.3393], [1.6250, -0.6720, -0.0464], [2.4367, -1.4835, 0.3607], [0.5828, -0.0825, 0.8960], [-0.3991, 0.7992, 0.2835], [-1.7632, 0.6432, 0.7587], [-1.3863, 0.1958, -0.6006], [2.3119, -0.5662, -1.9455], [1.0143, 0.5477, -1.5877], [0.1328, -0.9440, 1.4146], [1.1318, 0.4979, 1.6453], [-1.9381, -0.1495, 1.4868], [-2.3397, 1.5494, 0.9260], [-1.3303, -0.8774, -0.7830], [-1.6448, 0.8004, -1.4692]], "forces_ev_per_a": [[0.1, 0.0, 0.0], [0.1, 0.0, 0.1], [-0.2, 0.2, -0.1], [0.0, -0.1, 0.1], [0.2, 0.1, 0.0], [-0.2, 0.0, 0.2], [-0.1, -0.2, -0.2], [-0.1, 0.1, 0.0], [0.1, -0.1, 0.0], [0.0, 0.1, -0.1], [-0.1, -0.2, 0.0], [0.0, 0.2, -0.1], [0.1, -0.1, -0.1], [0.0, 0.2, 0.1], [0.0, -0.2, 0.2]], "nbo_charge": [-0.826, 0.664, -0.617, -0.326, -0.420, -0.248, -0.272, 0.405, 0.407, 0.201, 0.233, 0.191, 0.206, 0.200, 0.204]}